Entry 1:
Molecular formula: C4H12
Method: DFT, the ωB97M-V functional and the def2-TZVPD basis

CARTESIAN COORDINATES (ANGSTROEM)
1 C -0.748 -2.434 0.397
2 C -0.996 -1.901 -0.991
3 H -0.265 -1.660 1.106
4 H -1.676 -2.617 0.880
5 H -0.174 -3.294 0.269
6 H -1.615 -2.655 -1.520
7 H -1.721 -1.112 -0.743
8 H -0.238 -1.290 -1.545
9 C 1.330 1.775 0.793
10 C 0.560 2.456 -0.248
11 H 1.063 0.679 0.625
12 H 2.407 2.159 0.889
13 H 0.909 1.988 1.785
14 H 0.926 3.491 -0.407
15 H -0.475 2.492 -0.034
16 H 0.711 1.924 -1.256

HOMO: -11.297 eV
HOMO-LUMO gap: 12.37 eV
SMILES: CC.CC

***

Entry 2:
Molecular formula: C3H3IN2OS
Method: DFT, the ωB97M-V functional and the def2-TZVPD basis

CARTESIAN COORDINATES (ANGSTROEM)
1 C -1.632 -1.093 0.756
2 C -0.776 1.985 1.043
3 C 0.467 -0.456 -0.169
4 N -0.433 -1.151 0.350
5 N 1.473 -0.793 -0.981
6 O 1.619 1.982 -0.057
7 S 0.242 1.514 -0.234
8 I -2.554 0.973 0.442
9 H -1.894 -1.502 1.717
10 H 1.296 -1.372 -1.790
11 H 2.190 -0.086 -1.077

HOMO (spin up / spin down): -7.831 / -7.830 eV
HOMO-LUMO gap (spin up / spin down): 6.71 / 6.72 eV

***

Entry 3:
Molecular formula: C3H30O12
Method: DFT, the ωB97M-V functional and the def2-TZVPD basis

CARTESIAN COORDINATES (ANGSTROEM)
1 C -8.093 9.144 7.633
2 O -6.690 9.504 7.615
3 H -8.688 10.049 7.515
4 H -8.467 8.340 6.999
5 H -8.227 8.844 8.672
6 H -6.132 8.736 7.468
7 C -8.520 11.144 10.740
8 O -9.297 12.294 10.367
9 H -8.304 11.215 11.806
10 H -8.967 10.164 10.572
11 H -7.500 11.209 10.362
12 H -10.132 12.239 10.838
13 C -3.679 10.379 6.113
14 O -4.925 11.076 5.970
15 H -3.006 10.876 5.414
16 H -3.187 10.360 7.085
17 H -3.715 9.342 5.780
18 H -5.501 10.695 6.637
19 O -4.927 10.786 9.401
20 H -5.620 10.310 8.943
21 H -4.918 11.651 8.991
22 O -11.435 13.807 8.119
23 H -11.047 13.404 7.342
24 H -12.017 13.133 8.472
25 O -7.434 14.695 10.795
26 H -7.780 13.806 10.718
27 H -8.156 15.258 10.519
28 O -7.505 11.490 4.954
29 H -7.798 12.384 5.124
30 H -6.574 11.496 5.177
31 O -9.705 15.378 9.571
32 H -10.445 15.716 10.076
33 H -10.069 14.645 9.073
34 O -8.225 12.752 7.942
35 H -8.735 12.834 8.748
36 H -7.464 12.229 8.191
37 O -10.268 12.255 6.197
38 H -9.645 12.056 6.897
39 H -9.721 12.501 5.452
40 O -8.128 13.955 5.389
41 H -8.419 14.826 5.120
42 H -7.907 14.051 6.315
43 O -5.283 13.515 8.540
44 H -4.471 13.926 8.836
45 H -5.638 14.125 7.893

HOMO: -10.231 eV
HOMO-LUMO gap: 10.35 eV
SMILES: CO.CO.CO.O.O.O.O.O.O.O.O.O